{
  "formula": "C28H44Cl36I2OSi",
  "method": "wB97M-V/def2-TZVPD",
  "relative_energy_kcal_mol": 0.00,
  "energy_ha": -18620.28601,
  "fmax_ev_per_a": 2.22,
  "homo_energy_ev": -9.724,
  "elements": ["I", "I", "Cl", "Cl", "Cl", "Cl", "Cl", "Cl", "Cl", "Cl", "Cl", "Cl", "Cl", "Cl", "Cl", "Cl", "Cl", "Cl", "Cl", "Cl", "Cl", "Cl", "Cl", "Cl", "Cl", "Cl", "Cl", "Cl", "Cl", "Cl", "Cl", "Cl", "Cl", "Cl", "Cl", "Cl", "Cl", "Cl", "Si", "O", "C", "C", "C", "C", "C", "C", "C", "C", "C", "C", "C", "C", "C", "C", "C", "C", "C", "C", "C", "C", "C", "C", "C", "C", "C", "C", "C", "C", "H", "H", "H", "H", "H", "H", "H", "H", "H", "H", "H", "H", "H", "H", "H", "H", "H", "H", "H", "H", "H", "H", "H", "H", "H", "H", "H", "H", "H", "H", "H", "H", "H", "H", "H", "H", "H", "H", "H", "H", "H", "H", "H", "H"],
  "coordinates": [[-6.60, -0.50, -2.07], [-1.84, 1.77, 0.85], [-11.70, 7.08, -1.50], [-3.27, 5.92, -0.18], [-7.38, 8.38, -0.39], [-7.02, -1.43, 2.36], [11.50, 0.50, 1.85], [1.19, 1.98, 4.35], [-7.58, 7.88, -3.24], [13.98, -0.49, 2.99], [-6.47, -6.38, 5.85], [3.86, -4.20, 4.46], [-11.29, 9.79, -0.52], [2.74, 1.25, -8.55], [0.36, -0.31, 5.92], [10.45, 3.29, 8.37], [8.11, -3.52, 6.73], [8.12, 3.53, 6.65], [-2.42, 0.39, -4.49], [-6.03, -3.83, 1.08], [-7.55, -6.29, 3.16], [-1.32, 4.70, -1.95], [-4.83, -7.18, 3.60], [9.59, -5.71, 5.54], [4.05, 3.46, -9.92], [-3.95, 5.40, -2.95], [-7.80, 5.69, -1.36], [-8.88, -3.56, 1.66], [6.61, -4.18, 3.51], [-11.48, 9.29, -3.38], [12.04, 0.84, 4.68], [4.89, -1.89, 3.02], [-2.26, -2.49, -4.10], [1.26, 3.68, -9.15], [3.02, -0.23, 4.73], [10.66, -3.01, 5.45], [-4.31, -1.36, -5.84], [10.65, 4.71, 5.84], [-3.08, -0.32, 1.10], [-4.42, 1.35, -1.38], [1.59, -3.59, 1.55], [-1.00, 2.24, -6.50], [9.71, -4.17, 6.39], [-7.04, 7.24, -1.68], [1.31, -3.54, 0.03], [-7.39, -2.72, 1.21], [5.29, -3.21, 4.13], [-6.47, -7.13, 4.26], [-0.72, -1.28, 2.42], [-3.03, 4.85, -1.56], [-3.34, -1.11, -4.40], [-0.06, -2.42, 3.20], [1.61, -0.32, -2.12], [1.72, 0.72, 5.46], [0.32, 1.34, -4.45], [1.27, -1.13, -0.86], [-3.93, -0.84, -0.52], [0.35, 2.16, -5.76], [9.88, 3.38, 6.70], [12.27, -0.20, 3.27], [-10.95, 8.65, -1.82], [2.53, 2.59, -9.68], [2.06, -2.44, -0.77], [0.31, -3.68, 2.42], [-4.72, 0.22, -1.22], [0.96, -0.03, -4.62], [-1.87, -1.70, 1.50], [0.96, -0.92, -3.36], [-6.81, -8.15, 4.37], [2.23, -2.77, 1.88], [0.49, -4.45, 3.18], [0.40, -0.59, -5.38], [2.23, 2.17, -10.64], [-4.55, -1.71, -0.29], [2.99, -2.26, -0.23], [1.53, -1.81, -3.62], [-0.75, -2.72, 3.99], [-1.42, 3.24, -6.42], [2.70, -0.31, -2.23], [10.15, 2.46, 6.21], [-9.88, 8.50, -1.87], [0.88, 1.89, -3.70], [1.55, -4.50, -0.42], [-1.12, -0.56, 3.14], [1.15, 1.82, -6.41], [2.09, 1.19, 6.36], [5.61, -2.77, 5.07], [-0.51, -4.06, 1.82], [0.24, -3.38, -0.13], [0.83, -2.02, 3.69], [-0.85, 2.07, -7.57], [-4.01, -1.04, -3.55], [-4.08, -0.21, 2.18], [-0.08, -1.22, -3.17], [0.62, 3.18, -5.48], [-1.51, -2.08, 0.54], [0.02, -0.73, 1.83], [1.30, 0.71, -1.94], [10.21, -4.34, 7.33], [-3.39, 3.86, -1.28], [11.79, -1.15, 3.48], [2.31, -2.82, -1.76], [2.14, -4.52, 1.72], [0.19, -1.29, -0.79], [-3.12, -1.15, -1.20], [-0.70, 1.19, -4.11], [1.99, 0.05, -5.00], [-2.44, -2.52, 1.95], [1.56, -0.50, 0.00], [-7.52, -2.27, 0.24], [-1.73, 1.55, -6.10], [-5.97, 7.09, -1.73]],
  "mulliken_charge": [-0.04, -0.11, -0.12, -0.13, -0.12, -0.13, -0.13, -0.09, -0.13, -0.12, -0.13, -0.11, -0.13, -0.12, -0.11, -0.12, -0.08, -0.13, -0.11, -0.13, -0.06, -0.09, -0.12, -0.11, -0.12, -0.15, -0.09, -0.14, -0.12, -0.13, -0.11, -0.17, -0.14, -0.11, -0.04, -0.07, -0.15, -0.12, 0.26, -0.45, -0.09, -0.75, -0.10, 0.33, -1.01, 0.41, 0.15, -0.01, -0.02, 0.72, 0.88, -0.63, -1.03, -0.16, -0.09, 0.48, 0.40, 0.19, 0.38, 0.33, 0.73, 0.02, -0.80, -1.06, -0.06, -0.72, -0.21, 0.12, 0.32, 0.09, 0.43, 0.26, 0.30, 0.20, 0.33, 0.42, 0.35, 0.29, 0.16, 0.00, -0.35, 0.17, 0.45, 0.46, -0.22, 0.39, 0.19, 0.40, 0.34, -0.13, 0.25, -0.63, -0.18, -0.30, 0.33, -0.30, -0.05, 0.44, 0.36, -0.37, 0.02, 0.36, 0.44, -0.30, -0.05, -0.16, 0.38, 0.71, 0.29, -0.08, 0.11, 0.02]
}